# 1
Computed, not measured: a cluster of 2 separate species, CHPS3 in total at a distorted geometry, with ωB97M-V with the def2-TZVPD basis set.

The geometry in XYZ format:
```
6
Properties=species:S:1:pos:R:3:forces:R:3:nbo_charge:R:1
C -4.286 -0.203 -0.071 0.65 2.45 1.32 -0.37
P -0.976 -1.662 0.139 0.54 0.03 0.09 0.11
S -4.254 1.320 0.466 -0.76 -2.29 -1.05 0.12
S -3.945 -1.668 -0.402 -0.79 0.00 -0.32 0.25
S -1.125 0.369 0.179 0.35 -0.18 -0.05 -0.25
H 0.174 0.679 0.366 0.01 -0.01 0.02 0.14
```
Positions in Å, forces in eV/Å.

Summary:
multiplicity = 1
E_HOMO (spin up / spin down) = -7.69 / -7.66 eV
energy above the lowest of the compared OMol25 structures with the same formula, charge and spin = 39.2 kcal/mol
calculated total energy = -42845.21789 eV

# 2
Computed, not measured: an isolated molecule of C6H11NO at a distorted geometry, with ωB97M-V with the def2-TZVPD basis set.

The geometry in XYZ format:
```
19
Properties=species:S:1:pos:R:3:forces:R:3:nbo_charge:R:1
C 0.145 -0.248 0.060 -3.64 -0.17 0.10 0.02
C 0.568 1.156 -0.079 4.01 0.39 1.12 -0.22
C 0.573 0.260 -1.291 -0.42 0.02 -0.04 -0.43
C -2.405 -1.113 -0.430 -0.23 0.51 -0.32 -0.73
C 2.012 1.489 0.549 -1.58 0.04 -0.87 -0.61
C -1.487 -0.236 0.380 1.49 -0.29 1.33 0.60
N 0.836 -1.300 0.754 0.16 0.49 0.25 -0.82
O -1.866 0.334 1.395 0.53 -0.53 -1.54 -0.55
H -0.081 2.014 0.038 -0.47 -0.45 -0.04 0.23
H 0.650 -1.263 1.756 0.06 0.02 -0.26 0.37
H 0.593 -2.227 0.416 -0.01 0.29 -0.08 0.37
H 1.534 -0.044 -1.692 -0.04 -0.05 0.20 0.22
H -0.192 0.393 -2.048 -0.02 0.01 0.04 0.21
H -2.234 -2.165 -0.185 0.12 0.09 -0.07 0.24
H -3.449 -0.864 -0.215 0.21 -0.08 0.08 0.24
H -2.220 -0.950 -1.494 0.03 -0.24 0.04 0.23
H 2.773 0.736 0.328 -0.33 -0.06 0.00 0.22
H 2.346 2.440 0.125 0.05 -0.02 0.17 0.21
H 1.905 1.587 1.632 0.09 0.04 -0.11 0.21
```
Positions in Å, forces in eV/Å.

Summary:
multiplicity = 1
E_HOMO = -8.78 eV
energy above the lowest of the compared OMol25 structures with the same formula, charge and spin = 42.9 kcal/mol
calculated total energy = -9936.59393 eV